{"formula": "ClH2O", "method": "wB97M-V/def2-TZVPD", "multiplicity": 1, "total_charge": -1, "e_tot_ha": -536.69951, "homo_lumo_gap_ha": 0.27272, "e_homo_ev": -3.513, "e_above_lowest_kcal_mol": 10.3, "elements": ["O", "H", "H", "Cl"], "xyz": [[-1.443, 4.244, -3.221], [-0.676, 4.537, -2.680], [-1.428, 3.262, -3.163], [0.000, 0.000, 0.000]], "atomic_forces_ev_per_a": [[0.78, -0.54, 0.46], [-0.84, -0.50, -0.52], [0.07, 0.98, 0.11], [-0.01, 0.06, -0.05]], "mulliken_charge": [-0.68, 0.33, 0.35, -1.00]}